(A)
Density functional theory data (the ωB97M-V functional and the def2-TZVPD basis) for a single C6H13N3 molecule.

**HOMO-LUMO gap (alpha / beta)**: 8.1 / 8.1 eV
**2S+1**: 1
**HOMO energy (alpha / beta)**: -7.6 / -7.6 eV

Each atom is followed by the atoms it is bonded to, with distances in Å.
Positions of all 22 atoms, in Å:
1 H -2.412 -1.236 -1.428  C12 1.140
2 C 1.101 0.497 0.853  H5 1.059, N11 1.348, C16 1.461
3 H 0.662 -2.451 -0.027  C8 1.196
4 H 2.455 -2.376 0.296  C8 1.076
5 H 1.367 1.450 0.474  C2 1.059
6 N -0.883 0.144 -1.127  C10 1.244, C12 1.389
7 N 1.847 -0.415 -1.171  N11 1.244, H21 1.012
8 C 1.542 -1.850 0.516  H3 1.196, H4 1.076, N11 1.453, H18 1.033
9 H -1.164 -1.703 -0.089  C12 1.149
10 C -0.830 0.866 -0.116  N6 1.244, C13 1.583, C16 1.516
11 N 1.482 -0.488 0.016  C2 1.348, N7 1.244, C8 1.453
12 C -1.324 -1.172 -1.096  H1 1.140, N6 1.389, H9 1.149, H20 1.101
13 C -0.936 2.430 -0.338  C10 1.583, H17 1.075, H19 1.076, H22 1.154
14 H -0.623 -0.413 1.686  C16 1.106
15 H -0.499 1.406 2.042  C16 1.164
16 C -0.298 0.558 1.270  C2 1.461, C10 1.516, H14 1.106, H15 1.164
17 H -1.023 2.571 -1.401  C13 1.075
18 H 1.422 -1.867 1.542  C8 1.033
19 H -1.839 2.701 0.181  C13 1.076
20 H -0.745 -1.809 -1.781  C12 1.101
21 H 1.740 0.519 -1.544  N7 1.012
22 H -0.086 3.010 0.183  C13 1.154


(B)
Density functional theory data (the ωB97M-V functional and the def2-TZVPD basis) for a single C6H13N3 molecule.

**SMILES string**: [H]/N=C(/N)[C@@H](N)/C(C)=C\C
**HOMO-LUMO gap**: 9.8 eV
**2S+1**: 1
**HOMO energy**: -8.9 eV

Each atom is followed by the atoms it is bonded to, with distances in Å.
Positions of all 22 atoms, in Å:
1 H 0.555 -0.815 -2.485  C2 1.085
2 C 0.223 -0.276 -1.604  H1 1.085, C12 1.494, C13 1.328
3 H -0.317 -2.980 -0.018  C11 1.088
4 H 1.333 -2.517 0.379  C11 1.091
5 H -0.196 -1.044 1.650  C21 1.100
6 H -0.965 1.247 -2.505  C12 1.090
7 H -2.307 -0.766 0.709  N14 1.014
8 H -0.286 1.709 -0.936  C12 1.083
9 H -1.065 1.705 2.178  N22 1.003
10 C 0.542 0.892 1.261  N16 1.268, C21 1.531, N22 1.358
11 C 0.532 -2.385 -0.351  H3 1.088, H4 1.091, C13 1.503, H20 1.087
12 C -0.097 1.162 -1.852  C2 1.494, H6 1.090, H8 1.083, H15 1.087
13 C 0.156 -0.933 -0.452  C2 1.328, C11 1.503, C21 1.521
14 N -1.738 0.062 0.851  H7 1.014, H18 1.013, C21 1.463
15 H 0.741 1.635 -2.357  C12 1.087
16 N 1.800 0.975 1.126  C10 1.268, H19 1.015
17 H 0.408 2.598 2.318  N22 1.005
18 H -1.937 0.700 0.089  N14 1.013
19 H 2.218 0.196 0.627  N16 1.015
20 H 0.868 -2.773 -1.309  C11 1.087
21 C -0.322 -0.303 0.847  H5 1.100, C10 1.531, C13 1.521, N14 1.463
22 N -0.146 1.913 1.834  H9 1.003, C10 1.358, H17 1.005


(C)
Density functional theory data (the ωB97M-V functional and the def2-TZVPD basis) for 3 unconnected molecules or ions with the total composition C6H13N3.

**HOMO-LUMO gap**: 8.8 eV
**2S+1**: 1
**HOMO energy**: -8.4 eV

Each atom is followed by the atoms it is bonded to, with distances in Å.
Positions of all 22 atoms, in Å:
1 H 1.918 -0.074 -1.610  C15 1.196
2 H 0.112 -1.966 1.389  C10 1.177
3 C 1.497 1.476 -0.371  C11 1.554, C15 1.636, H22 1.254
4 H -3.435 -0.198 2.465  C17 1.263
5 H 2.985 0.942 -3.799  no bonds
6 H 2.929 2.217 -2.010  N7 1.241
7 N 2.213 1.850 -2.955  H6 1.241, C15 1.443
8 H -2.875 0.088 0.766  C17 0.994
9 H 2.781 0.783 0.180  no bonds
10 C -0.891 -1.519 0.966  H2 1.177, N13 1.519, C16 1.555, H21 1.191
11 C 0.617 0.486 0.442  C3 1.554, N14 1.340, H19 1.255
12 H 0.457 0.872 -2.241  C15 1.188
13 N -1.066 -0.211 1.718  C10 1.519, N14 1.284, C17 1.498
14 N -0.551 0.751 1.042  C11 1.340, N13 1.284
15 C 1.596 1.029 -1.941  H1 1.196, C3 1.636, N7 1.443, H12 1.188
16 C -2.327 -1.916 1.414  C10 1.555, C17 1.564, H18 1.088, H20 1.139
17 C -2.549 -0.377 1.582  H4 1.263, H8 0.994, N13 1.498, C16 1.564
18 H -2.877 -2.177 0.512  C16 1.088
19 H 0.907 -0.710 0.200  C11 1.255
20 H -2.322 -2.558 2.354  C16 1.139
21 H -0.582 -1.435 -0.181  C10 1.191
22 H 1.466 2.646 0.080  C3 1.254


Which of them is the least stable? Correct choice: (C).


(A)
Density functional theory data (the ωB97M-V functional and the def2-TZVPD basis) for 2 unconnected molecules or ions with the total composition C4H12OS.

**SMILES string**: CCSCC.O
**HOMO-LUMO gap**: 9.3 eV
**2S+1**: 1
**HOMO energy**: -8.5 eV

Each atom is followed by the atoms it is bonded to, with distances in Å.
Positions of all 18 atoms, in Å:
1 H -1.010 -0.671 -1.596  C4 1.103
2 H -2.757 -0.477 -1.250  C4 1.103
3 S -1.609 -0.798 1.303  C8 1.825, C18 1.825
4 C -1.947 -1.214 -1.388  H1 1.103, H2 1.103, H7 1.103, C18 1.509
5 H -0.879 -2.693 -0.112  C18 1.107
6 C 1.061 0.030 0.874  C8 1.545, H9 1.103, H16 1.103, H17 1.103
7 H -2.190 -1.844 -2.260  C4 1.103
8 C -0.412 0.497 0.835  S3 1.825, C6 1.545, H12 1.107, H15 1.107
9 H 1.274 -0.460 -0.091  C6 1.103
10 O 3.377 3.401 -0.427  H11 0.984, H14 0.984
11 H 4.022 3.955 0.067  O10 0.984
12 H -0.735 1.086 -0.045  C8 1.107
13 H -2.650 -2.522 0.070  C18 1.107
14 H 3.726 2.484 -0.348  O10 0.984
15 H -0.502 1.147 1.726  C8 1.107
16 H 1.089 -0.733 1.670  C6 1.103
17 H 1.851 0.775 1.072  C6 1.103
18 C -1.710 -1.962 -0.099  S3 1.825, C4 1.509, H5 1.107, H13 1.107


(B)
Density functional theory data (the ωB97M-V functional and the def2-TZVPD basis) for 2 unconnected molecules or ions with the total composition C4H12OS.

**SMILES string**: CCCCS.O
**HOMO-LUMO gap**: 9.7 eV
**2S+1**: 1
**HOMO energy**: -8.9 eV

Each atom is followed by the atoms it is bonded to, with distances in Å.
Positions of all 18 atoms, in Å:
1 H -2.133 -1.091 -1.163  C8 1.110
2 C 0.328 -2.429 -1.561  H4 1.127, H5 1.110, C10 1.472, S16 1.894
3 O 1.985 5.033 4.442  H7 0.926, H15 1.029
4 H -0.462 -3.179 -1.850  C2 1.127
5 H 0.904 -2.224 -2.488  C2 1.110
6 H 0.832 -0.620 -0.679  C10 1.063
7 H 1.677 5.384 5.242  O3 0.926
8 C -1.199 -0.493 -1.218  H1 1.110, C9 1.625, C10 1.474, H17 1.060
9 C -1.129 1.048 -0.708  C8 1.625, H11 1.079, H13 1.119, H14 1.117
10 C -0.021 -1.249 -0.754  C2 1.472, H6 1.063, C8 1.474, H12 1.113
11 H -2.094 1.468 -0.947  C9 1.079
12 H -0.035 -1.677 0.274  C10 1.113
13 H -1.077 0.969 0.408  C9 1.119
14 H -0.337 1.809 -0.909  C9 1.117
15 H 1.059 4.967 3.998  O3 1.029
16 S 1.502 -3.522 -0.554  C2 1.894, H18 1.351
17 H -1.018 -0.276 -2.239  C8 1.060
18 H 1.220 -3.919 0.706  S16 1.351


Which of them is the least stable? Correct choice: (B).


(A)
Density functional theory data (the ωB97M-V functional and the def2-TZVPD basis) for 3 unconnected molecules or ions with the total composition C7H16O2.

**HOMO-LUMO gap**: 8.0 eV
**2S+1**: 1
**HOMO energy**: -7.2 eV

Each atom is followed by the atoms it is bonded to, with distances in Å.
Positions of all 25 atoms, in Å:
1 C -0.485 -1.526 0.478  H8 1.092, H16 1.095, C17 1.498, H18 1.092
2 H 1.954 1.691 -0.487  C20 1.092
3 H 2.078 -0.267 -2.005  C25 1.094
4 O -3.353 -0.899 -0.218  C6 1.405, H22 0.967
5 H 3.502 -0.265 -0.974  C25 1.101
6 C -2.700 0.336 -0.068  O4 1.405, O12 1.402, H21 1.095
7 H 1.652 1.352 1.980  C9 1.093
8 H -0.417 -1.905 -0.544  C1 1.092
9 C 2.188 0.626 1.362  H7 1.093, H13 1.101, H15 1.095, C20 1.510
10 H -0.297 0.438 -1.542  C24 1.086
11 H -0.410 1.868 -0.388  C24 1.085
12 O -2.919 1.122 -1.209  C6 1.402, H19 0.974
13 H 3.262 0.841 1.477  C9 1.101
14 H -0.666 0.393 1.505  C17 1.089
15 H 2.040 -0.370 1.790  C9 1.095
16 H -1.324 -2.017 0.982  C1 1.095
17 C -0.686 -0.042 0.507  C1 1.498, H14 1.089, C24 1.404
18 H 0.413 -1.822 1.025  C1 1.092
19 H -3.880 1.214 -1.339  O12 0.974
20 C 1.768 0.692 -0.086  H2 1.092, C9 1.510, C25 1.508
21 H -3.129 0.813 0.819  C6 1.095
22 H -2.933 -1.351 -0.963  O4 0.967
23 H 2.179 -1.371 -0.620  C25 1.095
24 C -0.240 0.804 -0.521  H10 1.086, H11 1.085, C17 1.404
25 C 2.404 -0.356 -0.964  H3 1.094, H5 1.101, C20 1.508, H23 1.095


(B)
Density functional theory data (the ωB97M-V functional and the def2-TZVPD basis) for 2 unconnected molecules or ions with the total composition C7H16O2.

**SMILES string**: C=C(C)[C@H](C)O.COC
**HOMO-LUMO gap**: 8.2 eV
**2S+1**: 1
**HOMO energy**: -7.4 eV

Each atom is followed by the atoms it is bonded to, with distances in Å.
Positions of all 25 atoms, in Å:
1 H -2.987 0.608 -0.544  C6 1.091
2 H 0.259 -2.011 0.480  C15 1.086
3 H -1.721 0.703 0.752  C6 1.088
4 H 2.090 2.295 0.717  C21 1.089
5 C -2.521 -2.004 -0.358  H10 1.091, H17 1.099, H19 1.096, O23 1.423
6 C -1.922 0.569 -0.308  H1 1.091, H3 1.088, H11 1.083, O23 1.651
7 O 2.389 -0.193 1.706  C9 1.445, H16 0.966
8 C 1.463 0.633 -1.404  C13 1.503, H14 1.089, H18 1.096, H25 1.092
9 C 1.180 0.379 1.160  O7 1.445, H12 1.095, C13 1.509, C21 1.528
10 H -2.330 -2.893 -0.961  C5 1.091
11 H -1.364 1.239 -0.952  C6 1.083
12 H 0.405 0.003 1.836  C9 1.095
13 C 0.901 -0.126 -0.235  C8 1.503, C9 1.509, C15 1.380
14 H 1.308 0.082 -2.330  C8 1.089
15 C 0.344 -1.378 -0.398  H2 1.086, C13 1.380, H24 1.084
16 H 3.115 0.029 1.110  O7 0.966
17 H -2.428 -2.233 0.713  C5 1.099
18 H 2.537 0.825 -1.311  C8 1.096
19 H -3.546 -1.676 -0.568  C5 1.096
20 H 1.349 2.190 2.311  C21 1.088
21 C 1.236 1.902 1.268  H4 1.089, C9 1.528, H20 1.088, H22 1.088
22 H 0.333 2.362 0.871  C21 1.088
23 O -1.591 -0.993 -0.727  C5 1.423, C6 1.651
24 H 0.518 -1.922 -1.318  C15 1.084
25 H 0.984 1.609 -1.509  C8 1.092


Which of them is the least stable? Correct choice: (A).


(A)
Density functional theory data (the ωB97M-V functional and the def2-TZVPD basis) for a single C2H4ClOP molecule.

**SMILES string**: CO/P=C/Cl
**HOMO-LUMO gap**: 9.0 eV
**2S+1**: 1
**HOMO energy**: -8.8 eV

Each atom is followed by the atoms it is bonded to, with distances in Å.
Positions of all 9 atoms, in Å:
1 H 2.381 -1.139 1.067  C9 1.155
2 H -1.279 1.787 -1.379  C6 1.108
3 Cl 1.610 -3.340 0.643  C9 1.743
4 H -1.366 2.367 0.088  C6 1.102
5 O 0.158 0.761 -0.301  C6 1.420, P8 1.666
6 C -1.112 1.392 -0.357  H2 1.108, H4 1.102, O5 1.420, H7 1.123
7 H -1.950 0.670 -0.163  C6 1.123
8 P 0.066 -0.890 -0.096  O5 1.666, C9 1.702
9 C 1.492 -1.607 0.497  H1 1.155, Cl3 1.743, P8 1.702


(B)
Density functional theory data (the ωB97M-V functional and the def2-TZVPD basis) for a single C2H4ClOP molecule.

**SMILES string**: O=CPCCl
**HOMO-LUMO gap**: 9.6 eV
**2S+1**: 1
**HOMO energy**: -9.3 eV

Each atom is followed by the atoms it is bonded to, with distances in Å.
Positions of all 9 atoms, in Å:
1 Cl -0.006 1.559 -1.969  C8 1.835
2 H 2.133 -0.056 1.118  P9 1.490
3 C 0.291 -1.558 0.270  O4 1.178, H7 1.151, P9 1.939
4 O 0.266 -1.929 1.388  C3 1.178
5 H -0.222 1.350 0.663  C8 1.272
6 H 1.357 2.043 0.012  C8 1.104
7 H -0.381 -1.975 -0.566  C3 1.151
8 C 0.633 1.260 -0.275  Cl1 1.835, H5 1.272, H6 1.104, P9 1.869
9 P 1.663 -0.300 -0.274  H2 1.490, C3 1.939, C8 1.869


Which of them is the least stable? Correct choice: (A).